No. 1
Computed, not measured: a 2-piece molecular cluster, C5H6N4O2 overall, with ωB97M-V/def2-TZVPD.

XYZ file:
```
17
Properties=species:S:1:pos:R:3:forces:R:3:lowdin_charge:R:1
C -1.598624 2.234147 0.545212 -2.919 -0.034 2.108 -0.1073
C -0.580834 2.501835 1.407078 1.984 1.543 1.839 -0.1948
C -1.049322 1.467981 -0.400168 0.651 2.147 1.303 -0.1584
C 0.205562 -2.343792 0.123644 -0.690 -0.935 -2.746 -0.2576
C 1.137230 -1.918663 -0.921750 2.167 -0.408 -0.484 -0.4502
N 0.594880 2.093506 0.952932 -0.236 0.524 0.757 0.0448
N 0.023180 -1.623262 1.319353 -0.850 1.200 1.206 0.1673
N 0.250973 1.561151 -0.178174 2.653 -3.939 -3.463 -0.0607
N -0.861199 -1.406768 0.509406 0.654 -0.076 0.795 0.1872
O 1.681296 -3.058543 -1.492125 0.138 1.162 0.362 0.0794
O 1.538151 -0.813782 -1.209452 -0.553 -0.644 0.200 0.0969
H -2.641206 2.356472 0.794479 -0.035 0.219 -0.392 0.0999
H -0.500898 3.051699 2.310293 -0.637 0.394 0.710 0.0882
H -0.071433 -3.369682 -0.027884 -0.092 -0.419 0.719 0.1290
H 0.883836 0.883860 -0.662384 -0.330 1.206 0.678 0.1228
H 2.545802 -2.790306 -1.870078 -0.703 -0.106 -0.106 0.1352
H -1.557396 1.174147 -1.200380 -1.202 -1.834 -3.488 0.0784
```
Positions in Å, forces in eV/Å.

Output
* charge: 0
* LUMO: -0.28 eV
* HOMO level: -9.15 eV
* SMILES: O=C(O)C1N=N1.c1cn[nH]c1
* E: -15334.3272 eV
* HOMO-LUMO gap: 8.871 eV


No. 2
Computed, not measured: C5H6N6O2 in the gas phase, with ωB97M-V/def2-TZVPD.

XYZ file:
```
19
Properties=species:S:1:pos:R:3:forces:R:3:lowdin_charge:R:1
C -0.638146 -2.002593 0.430251 1.035 3.061 -1.897 -0.0666
C -0.272966 -0.778273 -0.297768 -3.107 -2.155 1.494 -0.2002
C -1.449476 -0.174898 -0.816392 1.172 -0.239 0.071 0.0061
C 0.110401 1.956565 -0.758695 -0.015 -2.131 0.801 -0.0403
C 1.985360 -0.615628 0.629566 2.423 2.208 -1.924 -0.0171
N -1.868819 -2.347185 0.492423 -2.431 -0.868 0.485 -0.0111
N -2.640281 -0.588935 -0.705258 0.940 0.099 0.010 0.0560
N -2.877083 -1.717655 0.008478 -0.820 -0.208 -0.286 -0.0152
N 1.115427 1.038567 -0.853331 -0.223 0.444 -0.474 0.0857
N 0.928901 -0.256848 -0.279088 1.575 1.745 -1.246 -0.1622
N -0.675423 2.132986 0.339583 -0.661 -1.445 3.223 -0.3962
O -1.665669 2.868036 0.297058 0.934 -0.057 -0.303 0.0613
O -0.372160 1.422732 1.357301 -0.359 1.261 -1.182 0.0060
H -0.050723 -2.646616 1.016282 1.514 -0.404 0.295 0.0943
H 0.052921 2.741800 -1.397460 -0.059 1.854 -2.254 0.1138
H 1.851531 -1.561952 1.015845 -0.624 -1.913 0.910 0.0359
H 2.913358 -0.756760 -0.124228 -1.436 0.799 2.370 0.1439
H 2.042639 0.169200 1.466538 0.368 -1.151 -1.388 0.1268
H 1.510211 1.117450 -1.821105 -0.227 -0.900 1.294 0.1792
```
Positions in Å, forces in eV/Å.

Output
* charge: 0
* LUMO (spin up / spin down): -1.73 / -1.11 eV
* HOMO level (spin up / spin down): -8.75 / -8.84 eV
* E: -18307.5365 eV
* HOMO-LUMO gap (spin up / spin down): 7.020 / 7.729 eV


No. 3
Computed, not measured: an isolated ion of composition C5H6NO and charge -1, with ωB97M-V/def2-TZVPD.

XYZ file:
```
13
Properties=species:S:1:pos:R:3:forces:R:3:lowdin_charge:R:1
C -0.208102 -1.577721 0.080226 -0.168 -0.199 0.236 -0.1829
C 1.117130 -1.301581 0.049227 -0.404 -0.604 0.113 -0.2319
C -0.267877 0.807065 -0.068635 2.486 -1.524 -0.329 -0.1571
C -0.410587 2.100269 0.032342 -0.210 0.454 0.035 -0.0525
C -1.127468 -0.389476 -0.055228 -0.304 -0.114 0.030 -0.2576
N 1.559827 -0.075823 -0.305996 -2.247 2.165 -0.499 -0.2230
O 2.578111 0.554624 0.167927 0.270 -0.210 0.379 -0.2993
H -0.613112 -2.580854 0.064137 0.120 -0.107 0.006 0.0503
H 1.858193 -2.095431 0.133405 0.098 0.206 0.071 0.0985
H 0.455281 2.746819 0.010873 0.294 0.060 0.009 0.0299
H -1.375837 2.605169 0.153884 0.039 -0.186 -0.014 0.0323
H -1.677361 -0.433562 -1.009325 0.018 0.035 0.093 0.1016
H -1.888203 -0.359497 0.747166 0.008 0.024 -0.131 0.0919
```
Positions in Å, forces in eV/Å.

Output
* charge: -1
* LUMO (spin up / spin down): 4.29 / 4.29 eV
* HOMO level (spin up / spin down): -1.45 / -1.45 eV
* E: -8815.4064 eV
* HOMO-LUMO gap (spin up / spin down): 5.739 / 5.739 eV


No. 4
Computed, not measured: an isolated ion of composition C5H6NO2S and charge -1, with ωB97M-V/def2-TZVPD.

XYZ file:
```
15
Properties=species:S:1:pos:R:3:forces:R:3:lowdin_charge:R:1
C 0.806251 -0.436154 -2.722289 0.252 1.765 2.289 -0.8233
C 0.781196 1.518174 -1.031277 -1.630 -3.027 -0.098 -0.5382
C -0.303640 -0.057278 0.404864 0.463 -0.804 -0.501 -0.4234
C 0.608178 -0.805763 1.301866 2.789 0.326 0.338 -0.1606
C -1.677130 0.021234 0.979853 -0.267 3.746 -2.599 -0.1413
N 0.753825 0.200780 -1.712582 0.206 -0.224 -1.335 0.1212
O 1.172621 2.476723 -1.609365 0.455 0.971 0.438 0.1121
O 0.231563 1.320086 0.143840 0.466 0.988 -0.032 -0.0125
S 0.863546 -1.470139 -3.904117 -0.041 -0.851 -1.114 0.5398
H 1.172574 -1.689338 0.902253 -0.299 0.640 -0.329 0.0525
H 0.096978 -1.252553 2.132511 -0.544 -0.148 0.863 0.0242
H 1.454483 -0.153384 1.749380 -1.083 -0.639 -0.458 0.0848
H -1.786780 1.125420 1.359706 -0.529 -1.537 -0.706 0.0937
H -1.737508 -0.552213 1.831381 -0.557 -1.722 1.822 0.0018
H -2.436158 -0.245595 0.173976 0.319 0.517 1.423 0.0692
```
Positions in Å, forces in eV/Å.

Output
* charge: -1
* LUMO (spin up / spin down): 3.31 / 3.31 eV
* HOMO level (spin up / spin down): -1.77 / -1.78 eV
* E: -21700.8457 eV
* HOMO-LUMO gap (spin up / spin down): 5.086 / 5.086 eV